No. 1
Density functional theory data (ωB97M-V/def2-TZVPD) for a gas-phase ion, C5H13N2 (charge +1) at a distorted geometry.

Positions of all 20 atoms, in Å:
C (1.725, -0.938, 0.307)
C (0.270, -0.991, 0.694)
C (-0.527, 0.340, 0.335)
C (-1.718, 0.470, 1.074)
C (-1.803, 0.376, -1.886)
N (-0.465, 0.454, -1.202)
N (2.374, 0.277, 0.761)
H (1.807, -0.946, -0.781)
H (2.190, -1.866, 0.655)
H (-0.407, -1.817, 0.478)
H (0.230, -0.942, 1.807)
H (-1.798, 1.261, 1.818)
H (-2.629, -0.108, 0.940)
H (-1.647, 0.119, -2.933)
H (-2.349, 1.331, -1.885)
H (-2.426, -0.337, -1.347)
H (-0.195, 1.395, -1.474)
H (3.383, 0.263, 0.657)
H (2.194, 0.437, 1.748)
H (0.214, 1.113, 0.573)

Calculated values
Total charge   +1
HOMO-LUMO gap   5.545 eV
Energy relative to the best compared isomer or geometry (same formula, charge and spin)   558.20 kJ/mol

***

No. 2
Density functional theory data (ωB97M-V/def2-TZVPD) for a gas-phase ion, C5H13N2 (charge +1) at a distorted geometry.

Positions of all 20 atoms, in Å:
C (2.378, -1.857, -1.444)
N (1.109, -1.143, -1.395)
C (0.927, -0.033, -0.649)
C (-0.122, 0.846, -0.570)
C (-0.281, 1.549, 0.733)
C (-1.146, 0.735, 1.746)
N (-2.328, 0.220, 0.986)
H (2.638, -1.995, -2.491)
H (3.153, -1.216, -1.013)
H (2.319, -2.751, -0.836)
H (0.394, -1.428, -2.045)
H (1.847, 0.229, -0.128)
H (-0.731, 1.150, -1.407)
H (-0.908, 2.436, 0.600)
H (0.688, 1.724, 1.212)
H (-0.709, -0.163, 2.178)
H (-1.574, 1.413, 2.488)
H (-1.891, -0.021, 0.056)
H (-2.991, 0.937, 0.685)
H (-2.772, -0.632, 1.295)

Calculated values
Total charge   +1
HOMO-LUMO gap   8.353 eV
Energy relative to the best compared isomer or geometry (same formula, charge and spin)   237.11 kJ/mol

***

No. 3
Density functional theory data (ωB97M-V/def2-TZVPD) for a gas-phase ion, C5H13N2 (charge +1) at a distorted geometry.

Positions of all 20 atoms, in Å:
C (0.903, -0.366, -1.025)
C (0.115, -1.272, -0.180)
C (0.266, 1.050, -0.864)
C (0.427, -1.368, 1.265)
C (-1.266, 1.177, -0.677)
N (-1.035, -1.890, -0.499)
N (0.886, 1.632, 0.342)
H (1.925, -0.105, -0.793)
H (0.708, -0.748, -2.101)
H (-0.219, -0.681, 1.928)
H (1.491, -1.138, 1.512)
H (0.369, -2.397, 1.705)
H (-1.821, 0.904, -1.669)
H (-1.360, 2.179, -0.268)
H (-1.690, 0.616, 0.115)
H (-1.824, -1.985, 0.241)
H (-1.343, -2.127, -1.435)
H (1.924, 1.593, 0.207)
H (0.511, 1.230, 1.272)
H (0.652, 2.585, 0.321)

Calculated values
Total charge   +1
HOMO-LUMO gap (spin up / spin down)   7.233 / 7.236 eV
Energy relative to the best compared isomer or geometry (same formula, charge and spin)   445.76 kJ/mol

***

No. 4
Density functional theory data (ωB97M-V/def2-TZVPD) for 2 unconnected molecules or ions with the total composition C5H13N2 at a distorted geometry.

Positions of all 20 atoms, in Å:
C (-0.831, 2.375, 0.026)
C (-0.448, 1.093, -0.133)
C (-1.321, -0.742, -1.165)
C (-0.804, -0.856, 1.180)
C (2.245, -0.258, -0.667)
N (-1.442, 0.027, 0.150)
N (2.989, -0.637, 0.390)
H (-1.971, 2.584, 0.207)
H (-0.224, 3.186, -0.432)
H (-1.383, -1.884, -1.109)
H (-2.131, -0.363, -1.787)
H (-0.350, -0.651, -1.566)
H (-0.838, -0.307, 2.204)
H (-1.489, -1.767, 1.177)
H (0.175, -1.187, 0.821)
H (2.995, 0.100, -1.342)
H (0.560, 0.620, -0.155)
H (2.614, -1.280, 1.170)
H (4.012, -0.483, 0.590)
H (-2.358, 0.429, 0.442)

Calculated values
Total charge   +1
HOMO-LUMO gap   10.001 eV
Energy relative to the best compared isomer or geometry (same formula, charge and spin)   557.93 kJ/mol

***

No. 5
Density functional theory data (ωB97M-V/def2-TZVPD) for a gas-phase ion, C5H13N2 (charge +1) at a distorted geometry.

Positions of all 20 atoms, in Å:
C (0.654, 1.308, -1.603)
C (-0.049, -0.060, -1.659)
N (-1.053, -0.427, -2.683)
C (-0.687, -0.562, -0.308)
C (-0.252, -0.070, 1.022)
C (-0.114, -0.852, 2.173)
N (0.669, -0.128, 3.187)
H (0.204, 2.121, -1.115)
H (1.014, 1.546, -2.581)
H (1.504, 0.899, -1.110)
H (0.782, -0.884, -1.587)
H (-0.534, -0.791, -3.513)
H (-1.509, 0.392, -3.153)
H (-0.604, -1.710, -0.375)
H (-1.777, -0.560, -0.520)
H (0.033, 1.032, 1.006)
H (-1.062, -1.444, 2.529)
H (1.554, 0.212, 2.710)
H (1.168, -0.645, 3.880)
H (0.060, 0.624, 3.699)

Calculated values
Total charge   +1
HOMO-LUMO gap   8.614 eV
Energy relative to the best compared isomer or geometry (same formula, charge and spin)   459.61 kJ/mol

***

No. 6
Density functional theory data (ωB97M-V/def2-TZVPD) for a gas-phase ion, C5H13N2 (charge +2) at a distorted geometry.

Positions of all 20 atoms, in Å:
C (-2.072, 1.230, -0.621)
C (-0.688, 1.259, -1.202)
C (0.540, 1.410, -0.248)
C (0.561, 0.292, 0.792)
N (1.718, -2.534, 1.195)
C (0.641, -2.226, 0.494)
N (0.156, -1.024, 0.137)
H (-2.351, 0.350, -0.072)
H (-2.828, 1.205, -1.432)
H (-2.295, 2.113, 0.015)
H (-0.710, 2.180, -1.893)
H (-0.489, 0.377, -1.859)
H (0.418, 2.451, 0.175)
H (1.519, 1.547, -0.746)
H (1.580, 0.195, 1.108)
H (0.024, 0.512, 1.693)
H (2.376, -1.793, 1.717)
H (1.843, -3.522, 1.357)
H (0.039, -3.099, 0.213)
H (0.017, -0.923, -0.822)

Calculated values
Total charge   +2
HOMO-LUMO gap (spin up / spin down)   11.715 / 4.845 eV
Spin multiplicity   2
<S²>   0.753
Energy relative to the best compared isomer or geometry (same formula, charge and spin)   423.34 kJ/mol